{"formula": "C6H12N2", "method": "ωB97M-V/def2-TZVPD", "homo_energy_ev": -8.72, "max_force_ev_per_a": 4.6, "gap_ev": 9.34, "multiplicity": 1, "elements": ["C", "C", "C", "C", "C", "C", "H", "H", "H", "H", "H", "H", "H", "H", "H", "H", "H", "H", "N", "N"], "coordinates": [[0.211, 1.687, -2.536], [0.316, 1.864, -0.994], [0.178, 0.615, -0.188], [0.585, -1.021, 1.319], [-0.213, -1.188, 2.806], [-0.366, -1.538, 0.161], [0.570, 0.520, -3.161], [-1.025, 1.840, -2.782], [0.879, 2.640, -3.024], [1.175, 2.338, -0.567], [-0.689, 2.349, -0.730], [1.779, -1.400, 1.221], [-1.228, -0.621, 2.990], [-0.664, -2.359, 2.601], [0.416, -1.211, 4.011], [0.307, -2.013, -0.706], [-1.150, -2.099, 0.483], [-0.992, -0.499, -1.469], [0.845, 0.356, 0.952], [-0.934, -0.260, -0.389]], "lowdin_charge": [-0.170, -0.243, -0.394, -0.373, -0.106, -0.178, 0.148, 0.112, 0.110, 0.093, 0.134, 0.177, 0.062, 0.086, 0.134, 0.150, 0.049, 0.141, 0.051, 0.016]}